[1]
Molecular formula: C4H6NO3
Method: DFT, ωB97M-V/def2-TZVPD

The geometry in XYZ format:
```
14
C4H6NO3 ωB97M-V/def2-TZVPD
C 2.09 -0.11 -0.48
N 1.16 -0.80 0.34
C 0.05 1.39 0.49
C 0.06 -0.09 0.16
C -1.26 -0.72 -0.33
O -1.47 -1.91 0.55
O -2.28 0.09 -0.34
O 2.91 0.73 -0.20
H 2.14 -0.71 -1.42
H -2.41 -1.87 0.68
H 0.56 2.06 -0.21
H 0.48 1.44 1.49
H -0.99 1.69 0.61
H -1.04 -1.18 -1.34
```

Its energy above the lowest of the compared OMol25 structures with the same formula, charge and spin is 4.005 eV. The SMILES is C/C(=N\C=O)[C@H]([O-])O. As for the LUMO energy: 3.904 eV. The molar mass is 116.1 g mol⁻¹. Its charge is -1.

Mulliken atomic charge list, values in e, 4 entries: 0.22 -0.43 -1.11 0.38

---

[2]
Molecular formula: C4H6NO5
Method: DFT, ωB97M-V/def2-TZVPD

The geometry in XYZ format:
```
16
C4H6NO5 ωB97M-V/def2-TZVPD
C -1.05 0.97 -2.11
C 1.03 -1.44 1.47
C 0.57 -0.84 0.17
C -0.18 0.50 0.52
N -0.77 1.22 -0.52
O -1.88 1.73 -2.45
O -0.39 0.10 -2.61
O -1.48 2.28 0.08
O 1.63 -0.68 -0.79
O -0.48 0.75 1.69
H 0.93 -2.61 1.37
H 1.99 -1.18 1.92
H 0.19 -1.10 2.10
H -0.15 -1.55 -0.22
H 1.39 -0.36 -1.69
H -1.33 2.21 1.06
```

Its energy above the lowest of the compared OMol25 structures with the same formula, charge and spin is 0.059 eV. The SMILES is C[C@H](O)C(=O)N(O)C(=O)[O-]. As for the LUMO energy: 3.769 eV. The molar mass is 148.1 g mol⁻¹. Its charge is -1.

Mulliken atomic charge list, values in e, 4 entries: 0.52 -1.12 0.53 0.35

---

[3]
Molecular formula: C4H6NOS
Method: DFT, ωB97M-V/def2-TZVPD

The geometry in XYZ format:
```
13
C4H6NOS ωB97M-V/def2-TZVPD
C 1.24 -0.60 0.76
C 0.84 0.49 1.39
C 0.08 -0.04 -1.59
C -0.17 -0.36 -0.10
N -0.41 0.88 0.72
O -0.31 1.06 -1.91
S -1.51 -1.74 -0.11
H 2.04 -1.36 0.57
H 1.39 1.12 2.05
H 0.58 -0.80 -2.24
H -1.24 0.61 1.18
H -0.33 1.81 0.25
H -2.20 -1.07 -0.96
```

Its energy above the lowest of the compared OMol25 structures with the same formula, charge and spin is 2.866 eV. As for the LUMO energy: -4.210 eV. The molar mass is 116.2 g mol⁻¹. Its charge is +1.

Mulliken atomic charge list, values in e, 4 entries: -0.17 -0.52 -0.07 0.12

---

[4]
Molecular formula: C4H6NdO3
Method: DFT, ωB97M-V/def2-TZVPD

The geometry in XYZ format:
```
14
C4H6NdO3 ωB97M-V/def2-TZVPD
H -0.64 1.58 2.59
O 0.43 0.45 0.59
C 0.12 -0.46 -0.37
O -1.00 -0.91 -0.53
Nd -3.26 -0.29 0.59
O 1.19 -0.79 -1.00
C 1.22 -2.04 -1.72
H 0.83 -2.84 -1.08
H 0.61 -1.95 -2.63
H 2.27 -2.20 -1.96
C -0.59 1.08 1.18
C -0.38 2.41 1.55
H 0.47 2.92 1.09
H -1.26 3.04 1.69
```

Its energy above the lowest of the compared OMol25 structures with the same formula, charge and spin is 0.000 eV. As for the LUMO energy (spin up / spin down): -8.815 / -8.723 eV. The molar mass is 246.3 g mol⁻¹. Its charge is +2. Its spin multiplicity is 5.

Mulliken atomic charge list, values in e, 4 entries: 0.27 -0.28 0.97 -0.63

---

[5]
Molecular formula: C4H6O
Method: DFT, ωB97M-V/def2-TZVPD

The geometry in XYZ format:
```
11
C4H6O ωB97M-V/def2-TZVPD
C 0.04 -0.25 0.57
C -1.25 0.10 -0.16
C -2.10 1.08 0.23
H 0.18 -1.35 0.62
H 0.05 0.16 1.59
H -1.41 -0.53 -1.06
H -2.95 1.11 -0.48
C 1.20 0.31 -0.20
O 1.93 1.20 0.18
H 1.30 -0.07 -1.25
H 3.01 -1.77 -0.02
```

As for the LUMO energy: 7.507 eV. The molar mass is 70.1 g mol⁻¹. Its charge is -2.

Mulliken atomic charge list, values in e, 4 entries: -0.89 -0.57 -0.43 0.40

---

[6]
Molecular formula: C4H6O
Method: DFT, ωB97M-V/def2-TZVPD

The geometry in XYZ format:
```
11
C4H6O ωB97M-V/def2-TZVPD
C 1.43 1.03 0.27
O 0.18 0.67 0.81
C -0.82 0.31 -0.10
C -1.05 -1.15 -0.15
C -1.27 -2.33 -0.16
H 1.50 0.82 -0.80
H 2.22 0.47 0.78
H 1.60 2.10 0.43
H -1.75 0.80 0.20
H -0.58 0.67 -1.12
H -1.46 -3.38 -0.17
```

Its energy above the lowest of the compared OMol25 structures with the same formula, charge and spin is 2.013 eV. The SMILES is C#CCOC. As for the LUMO energy: 1.048 eV. The molar mass is 70.1 g mol⁻¹.

Mulliken atomic charge list, values in e, 4 entries: -0.63 -0.35 -0.71 -0.24

---

[7]
Molecular formula: C4H6O
Method: DFT, ωB97M-V/def2-TZVPD

The geometry in XYZ format:
```
11
C4H6O ωB97M-V/def2-TZVPD
O -1.72 0.07 1.31
C -1.27 0.75 0.48
C -0.80 1.57 -0.43
C 1.29 -0.67 0.34
C 0.39 -1.43 -0.28
H 0.00 1.28 -1.10
H -1.25 2.56 -0.50
H 1.29 -0.55 1.42
H 2.04 -0.11 -0.21
H -0.39 -1.95 0.27
H 0.35 -1.52 -1.37
```

Its energy above the lowest of the compared OMol25 structures with the same formula, charge and spin is 1.267 eV. The SMILES is C=C=O.C=C. As for the LUMO energy: 1.020 eV. The molar mass is 70.1 g mol⁻¹.

Mulliken atomic charge list, values in e, 4 entries: -0.37 0.78 -0.87 -0.57

---

[8]
Molecular formula: C4H6O
Method: DFT, ωB97M-V/def2-TZVPD

The geometry in XYZ format:
```
11
C4H6O ωB97M-V/def2-TZVPD
O -1.93 -1.07 0.82
C -0.95 -0.75 -0.14
C -0.21 0.51 0.19
C 1.00 0.88 -0.24
C 2.17 0.54 -0.94
H -1.47 -1.27 1.65
H -0.25 -1.58 -0.33
H -1.51 -0.59 -1.07
H 1.03 1.98 -0.27
H -0.83 1.28 0.66
H 2.94 0.04 -0.32
```

Its energy above the lowest of the compared OMol25 structures with the same formula, charge and spin is 4.396 eV. As for the LUMO energy (spin up / spin down): -0.643 / -0.836 eV. The molar mass is 70.1 g mol⁻¹.

Mulliken atomic charge list, values in e, 4 entries: -0.51 -0.36 -0.21 -0.03

---

[9]
Molecular formula: C4H6O
Method: DFT, ωB97M-V/def2-TZVPD

The geometry in XYZ format:
```
11
C4H6O ωB97M-V/def2-TZVPD
C -2.85 -0.33 0.52
C -1.63 -0.02 0.21
C 2.83 0.09 -0.28
C -0.38 0.21 -0.15
O 2.17 -0.03 -1.25
H -3.71 -0.05 -0.13
H -3.16 -0.95 1.34
H 2.76 1.11 0.21
H 3.50 -0.79 -0.07
H 0.17 1.02 0.36
H 0.30 -0.26 -0.76
```

Its energy above the lowest of the compared OMol25 structures with the same formula, charge and spin is 2.740 eV. The SMILES is C=C=C.C=O. As for the LUMO energy: 0.687 eV. The molar mass is 70.1 g mol⁻¹.

Mulliken atomic charge list, values in e, 4 entries: -0.71 0.35 -0.16 -0.66

---

[10]
Molecular formula: C4H6O
Method: DFT, ωB97M-V/def2-TZVPD

The geometry in XYZ format:
```
11
C4H6O ωB97M-V/def2-TZVPD
C -0.93 -0.31 0.08
C 0.02 0.83 0.04
C 1.40 0.33 -0.04
C 2.48 -0.22 0.01
H -2.78 -0.77 -0.21
H -0.46 -1.09 -0.63
H -0.75 -0.81 1.09
H -0.05 1.57 0.83
H -0.04 1.34 -0.97
H 3.38 -0.95 -0.13
O -2.27 0.07 -0.06
```

Its energy above the lowest of the compared OMol25 structures with the same formula, charge and spin is 2.058 eV. The SMILES is C#CCCO. As for the LUMO energy: 0.827 eV. The molar mass is 70.1 g mol⁻¹.

Mulliken atomic charge list, values in e, 4 entries: -0.43 -0.35 -0.35 -0.09

---

[11]
Molecular formula: C4H6O
Method: DFT, ωB97M-V/def2-TZVPD

The geometry in XYZ format:
```
11
C4H6O ωB97M-V/def2-TZVPD
O 0.34 -1.17 0.86
C -1.02 -0.25 -0.31
C -0.44 1.01 -0.69
C 0.94 1.05 0.11
C 1.26 -0.03 0.78
H 0.78 -1.95 0.46
H -1.04 -1.10 -0.99
H -1.72 -0.31 0.52
H -0.22 1.10 -1.75
H -1.03 1.86 -0.35
H 2.15 -0.20 1.38
```

Its energy above the lowest of the compared OMol25 structures with the same formula, charge and spin is 4.666 eV. As for the LUMO energy (spin up / spin down): -0.064 / -0.065 eV. The molar mass is 70.1 g mol⁻¹.

Mulliken atomic charge list, values in e, 4 entries: -0.48 -0.22 -0.14 -0.69

---

[12]
Molecular formula: C4H6O
Method: DFT, ωB97M-V/def2-TZVPD

The geometry in XYZ format:
```
11
C4H6O ωB97M-V/def2-TZVPD
C 1.55 -0.61 1.70
C 0.78 -0.73 0.63
C -0.89 0.08 -0.89
C -1.44 1.20 -1.41
H 2.31 -1.37 1.86
H 1.28 0.21 2.40
H 0.88 -1.43 -0.21
H -0.80 -0.96 -1.24
H -1.52 2.15 -0.78
H -1.80 1.30 -2.47
O -0.36 0.15 0.41
```

Its energy above the lowest of the compared OMol25 structures with the same formula, charge and spin is 1.494 eV. The SMILES is C=COC=C. As for the LUMO energy: 1.185 eV. The molar mass is 70.1 g mol⁻¹.

Mulliken atomic charge list, values in e, 4 entries: -0.65 0.13 0.11 -0.70

---

[13]
Molecular formula: C4H6O
Method: DFT, ωB97M-V/def2-TZVPD

The geometry in XYZ format:
```
11
C4H6O ωB97M-V/def2-TZVPD
C -0.02 0.74 -0.87
C -0.27 -0.81 -0.75
C 0.25 -0.49 0.79
C 0.09 1.08 0.61
H -1.08 -1.34 -1.10
H 0.47 -1.58 -1.17
H -0.45 -0.98 1.49
H 1.24 -1.03 1.05
H -0.87 1.30 1.02
H 0.74 1.87 0.85
O -0.11 1.22 -1.92
```

Its energy above the lowest of the compared OMol25 structures with the same formula, charge and spin is 1.740 eV. The SMILES is O=C1CCC1. As for the LUMO energy: 1.000 eV. The molar mass is 70.1 g mol⁻¹.

Mulliken atomic charge list, values in e, 4 entries: 0.48 -0.64 -0.45 -0.59

---

[14]
Molecular formula: C4H6O
Method: DFT, ωB97M-V/def2-TZVPD

The geometry in XYZ format:
```
11
C4H6O ωB97M-V/def2-TZVPD
C -1.29 0.44 -0.14
O -0.28 0.31 0.83
C 0.54 -0.85 0.77
C 1.57 -0.53 -0.24
C 1.67 0.47 -0.91
H -1.30 -0.36 -0.89
H -1.23 1.40 -0.68
H -2.24 0.43 0.41
H 0.96 -0.98 1.77
H -0.04 -1.74 0.51
H 1.63 1.40 -1.42
```

Its energy above the lowest of the compared OMol25 structures with the same formula, charge and spin is 2.988 eV. The SMILES is C#CCOC. As for the LUMO energy: 0.889 eV. The molar mass is 70.1 g mol⁻¹.

Mulliken atomic charge list, values in e, 4 entries: -0.72 -0.36 -0.29 -0.36

---

[15]
Molecular formula: C4H6O
Method: DFT, ωB97M-V/def2-TZVPD

The geometry in XYZ format:
```
11
C4H6O ωB97M-V/def2-TZVPD
C 2.37 -0.16 -0.14
C 1.16 0.43 0.06
C -0.14 -0.24 0.26
C -1.21 0.31 -0.08
H 3.36 0.31 -0.01
H 2.56 -1.48 -0.68
H 1.09 1.58 0.22
H -0.18 -1.39 -0.14
H 0.05 -0.63 1.41
H -1.38 1.30 -0.47
O -2.31 -0.21 -0.11
```

Its energy above the lowest of the compared OMol25 structures with the same formula, charge and spin is 4.169 eV. As for the LUMO energy: 0.476 eV. The molar mass is 70.1 g mol⁻¹.

Mulliken atomic charge list, values in e, 4 entries: -0.68 -0.19 0.02 -0.21

---

[16]
Molecular formula: C4H6O
Method: DFT, ωB97M-V/def2-TZVPD

The geometry in XYZ format:
```
11
C4H6O ωB97M-V/def2-TZVPD
C -0.90 0.95 -0.33
C -0.82 -0.44 0.27
C 1.97 -1.12 -0.55
O 1.36 0.00 -0.76
C 0.39 0.43 0.20
H -1.40 1.74 0.22
H -0.97 1.01 -1.41
H -1.26 -0.64 1.25
H -0.84 -1.27 -0.42
H 1.60 -1.48 0.46
H 0.86 0.84 1.08
```

Its energy above the lowest of the compared OMol25 structures with the same formula, charge and spin is 3.546 eV. As for the LUMO energy: 0.654 eV. The molar mass is 70.1 g mol⁻¹.

Mulliken atomic charge list, values in e, 4 entries: -0.60 -0.48 -0.25 -0.20

---

[17]
Molecular formula: C4H6O
Method: DFT, ωB97M-V/def2-TZVPD

The geometry in XYZ format:
```
11
C4H6O ωB97M-V/def2-TZVPD
C -1.06 0.75 0.06
C 1.37 1.06 -0.04
C -2.25 0.24 -0.44
C 2.15 -0.11 -0.25
O -3.37 -0.03 0.33
H -1.16 1.26 1.05
H -2.44 -0.11 -1.38
H 1.72 -1.05 -0.52
H 2.26 0.07 0.83
H 3.12 0.21 -0.54
H -3.46 0.70 0.95
```

Its energy above the lowest of the compared OMol25 structures with the same formula, charge and spin is 8.114 eV. As for the LUMO energy (spin up / spin down): -0.178 / 0.187 eV. The molar mass is 70.1 g mol⁻¹.

Mulliken atomic charge list, values in e, 4 entries: -0.43 -0.26 -0.05 -0.52

---

[18]
Molecular formula: C4H6O
Method: DFT, ωB97M-V/def2-TZVPD

The geometry in XYZ format:
```
11
C4H6O ωB97M-V/def2-TZVPD
C 1.91 -0.45 0.66
C 1.60 0.63 -0.05
C 1.11 -0.63 -0.59
C -1.25 -0.20 0.64
O -0.71 -0.99 -0.38
H 1.98 -1.02 1.51
H 2.04 1.60 -0.29
H 1.34 -1.14 -1.59
H -0.46 -0.15 1.43
H -2.03 -1.01 1.07
H -1.66 0.74 0.10
```

Its energy above the lowest of the compared OMol25 structures with the same formula, charge and spin is 4.722 eV. As for the LUMO energy (spin up / spin down): 0.986 / -2.802 eV. The molar mass is 70.1 g mol⁻¹. Its spin multiplicity is 3.

Mulliken atomic charge list, values in e, 4 entries: -0.63 -0.47 0.03 -0.46

---

[19]
Molecular formula: C4H6O2
Method: DFT, ωB97M-V/def2-TZVPD

The geometry in XYZ format:
```
12
C4H6O2 ωB97M-V/def2-TZVPD
O -0.06 1.19 -1.28
C 0.19 0.05 -0.55
C -0.90 -1.03 -0.55
C -0.73 -0.15 0.64
C 1.45 0.02 0.13
O 2.48 -0.45 0.37
H -0.67 1.73 -0.73
H -0.70 -2.09 -0.43
H -1.57 -0.79 -1.38
H -0.28 -0.74 1.45
H -0.08 1.12 1.21
H 0.86 1.28 1.19
```

Its energy above the lowest of the compared OMol25 structures with the same formula, charge and spin is 7.055 eV. As for the LUMO energy (spin up / spin down): -0.224 / -0.224 eV. The molar mass is 86.1 g mol⁻¹.

Mulliken atomic charge list, values in e, 4 entries: -0.48 0.13 -0.40 -0.69

---

[20]
Molecular formula: C4H6O2
Method: DFT, ωB97M-V/def2-TZVPD

The geometry in XYZ format:
```
12
C4H6O2 ωB97M-V/def2-TZVPD
O 0.79 2.05 1.05
C 0.31 1.05 0.55
C -0.93 0.58 0.07
C -0.89 -0.93 0.04
O 0.56 -1.25 0.21
C 1.22 -0.15 0.09
H 0.16 0.54 -1.31
H -1.87 1.10 0.20
H -1.41 -1.46 0.86
H -1.16 -1.40 -0.91
H 0.98 0.21 -1.49
H 2.30 -0.22 0.16
```

Its energy above the lowest of the compared OMol25 structures with the same formula, charge and spin is 5.607 eV. As for the LUMO energy: -0.633 eV. The molar mass is 86.1 g mol⁻¹.

Mulliken atomic charge list, values in e, 4 entries: -0.62 0.72 -0.92 -0.23